No. 1
35
Properties=species:S:1:pos:R:3:forces:R:3 method="wB97M-V/def2-TZVPD" multiplicity=6 homo_energy_ev="-13.003 / -14.502" charge=+1
Os -1.126 0.150 1.051 -1.964 -0.460 0.313
C 3.992 0.729 2.665 -0.610 0.576 1.535
C 3.487 1.446 1.443 -0.382 0.957 0.592
O 2.043 1.791 1.787 -0.540 -0.098 -1.217
P 0.904 1.212 0.790 5.408 2.748 0.714
S -0.749 2.369 1.357 0.435 0.500 -0.321
S 0.952 -0.785 1.236 -0.408 -0.923 -0.328
O 1.571 1.515 -0.577 -0.503 0.047 -1.147
C 1.452 1.064 -2.035 0.395 0.506 0.602
C 2.606 1.698 -2.872 -0.230 -0.244 1.745
H 4.978 0.324 2.494 0.366 -0.042 0.002
H 3.310 -0.109 2.950 0.534 0.580 -0.363
H 4.010 1.435 3.552 0.137 -0.850 -1.039
H 3.454 0.754 0.604 0.279 0.371 -0.240
H 4.028 2.445 1.216 -1.075 -1.825 0.233
H 0.452 1.329 -2.316 -0.345 0.437 -0.331
H 1.494 -0.020 -1.993 0.293 0.032 -0.076
H 2.863 2.738 -2.571 -0.407 -0.741 -0.019
H 2.373 1.715 -3.924 -0.259 -0.213 -0.291
H 3.467 1.049 -2.689 0.114 0.360 -0.291
F -5.055 -1.432 3.188 0.551 -0.474 -2.134
C -4.943 -1.824 1.886 -1.370 -0.547 0.076
F -5.769 -1.143 1.099 0.339 0.350 0.663
F -5.252 -3.108 1.753 0.234 0.173 0.534
S -3.224 -1.637 1.213 -1.741 -0.112 0.749
O -2.430 -2.617 1.907 -0.074 1.187 -0.888
O -3.072 -0.138 1.618 0.542 -2.054 -0.488
N -3.430 -1.820 -0.374 0.621 -0.153 2.259
S -2.781 -0.910 -1.450 -0.836 1.136 -3.753
O -2.202 0.363 -0.934 0.305 -0.634 0.387
O -3.651 -0.746 -2.601 1.630 -0.443 2.079
C -1.224 -1.777 -2.164 0.307 -1.842 -3.077
F -1.646 -2.699 -3.103 0.001 1.097 1.854
F -0.447 -2.421 -1.293 -0.637 0.697 0.134
F -0.437 -0.945 -2.915 -1.107 -0.098 1.534

---

No. 2
20
Properties=species:S:1:pos:R:3:forces:R:3 method="wB97M-V/def2-TZVPD" homo_energy_ev=-13.586 charge=+1 relative_energy_kcal_mol=13.7
N -3.151 0.034 0.016 -3.899 -0.158 -1.279
C -1.987 0.597 -0.109 1.394 2.243 -0.034
O -1.683 1.579 -0.796 0.269 -0.584 0.216
C -0.819 0.021 0.806 -0.898 -2.437 -1.542
N 0.305 0.925 0.597 -0.764 0.615 -0.660
C 1.654 0.323 0.420 0.529 -1.180 -0.908
C 1.646 -0.653 -0.765 0.046 -0.410 -0.119
C 0.553 -1.669 -0.679 1.243 0.347 -0.366
C -0.509 -1.388 0.023 1.770 3.105 1.467
F -1.504 -2.165 0.009 -3.481 -2.328 0.532
H -3.117 -0.732 0.648 -0.743 -0.758 0.320
H -4.147 0.220 -0.516 3.880 -0.259 1.626
H -1.169 -0.026 1.866 0.543 -0.362 -0.831
H 0.484 1.494 1.397 -0.678 0.881 0.772
H -0.177 1.591 -0.227 0.752 -1.022 0.834
H 2.057 -0.081 1.395 -0.755 0.280 -1.102
H 2.227 1.160 0.110 0.965 0.736 0.069
H 2.614 -1.184 -0.931 -0.599 0.860 0.249
H 1.338 -0.111 -1.676 0.885 0.228 0.107
H 0.654 -2.526 -1.359 -0.461 0.203 0.649

---

No. 3
20
Properties=species:S:1:pos:R:3:forces:R:3 method="wB97M-V/def2-TZVPD" homo_energy_ev=-7.149 relative_energy_kcal_mol=61.4
C -3.280 -0.343 0.041 0.540 0.864 -0.603
C 1.029 1.284 -1.027 0.791 -1.935 -2.462
C -0.416 1.377 -0.634 -0.951 -1.668 0.988
C 1.515 -0.103 -0.490 -1.600 -0.202 -2.719
C -0.553 0.545 0.709 -0.620 0.599 -0.953
C 0.664 -1.686 1.235 -1.371 -1.717 1.448
N 0.284 -0.672 0.259 0.558 -0.012 -1.912
O -4.010 0.391 0.498 -2.080 1.395 1.794
O -2.560 -0.961 -0.590 1.480 -2.478 -1.328
F 0.360 1.228 1.531 0.623 0.114 0.852
H 1.144 1.216 -2.233 0.143 0.979 2.957
H 1.596 2.007 -0.452 0.225 0.542 -0.819
H -0.668 2.381 -0.421 -0.589 1.029 0.185
H -1.123 0.964 -1.374 0.393 0.243 0.119
H 1.854 -0.704 -1.423 -0.445 0.340 2.150
H 2.228 0.034 0.266 1.322 -0.118 0.689
H 1.691 -1.535 1.464 0.755 0.107 0.547
H 0.022 -1.538 2.161 0.838 -0.234 -1.156
H 0.581 -2.794 0.902 -0.164 2.063 0.103
H -0.357 -1.090 -0.420 0.153 0.088 0.118

---

No. 4
20
Properties=species:S:1:pos:R:3:forces:R:3 method="wB97M-V/def2-TZVPD" homo_energy_ev=-7.988 relative_energy_kcal_mol=0.0
C -0.339 -1.316 2.355 0.702 -1.707 -1.715
C -1.417 -0.750 1.320 2.279 2.529 2.472
C -0.755 -0.352 -0.014 -0.341 -0.266 0.087
C -0.736 -1.298 -0.931 0.628 1.457 0.899
S -0.491 -2.412 -1.958 -0.104 -0.788 -0.684
C -0.267 1.099 -0.257 -4.332 0.944 -0.206
N 0.630 1.390 -1.315 0.758 0.969 -1.095
C 1.988 0.985 -1.050 -1.121 -2.264 -0.741
S 0.192 2.003 -2.773 -0.455 -1.743 1.030
F -0.415 0.583 -3.483 0.385 0.892 -0.077
H 0.557 -1.643 1.731 -1.068 0.016 0.805
H -0.735 -2.237 2.876 0.496 1.156 -0.308
H 0.109 -0.599 3.049 -0.672 0.046 0.019
H -1.796 0.121 1.957 0.005 -0.599 -1.632
H -2.228 -1.397 1.186 -0.979 -1.104 -0.278
H -1.248 1.654 -0.587 1.557 -0.807 0.810
H -0.010 1.570 0.704 0.420 -0.307 -0.247
H 2.177 1.173 -0.057 0.397 0.341 2.552
H 2.079 -0.106 -1.194 0.321 0.372 -0.158
H 2.706 1.532 -1.559 1.124 0.864 -1.535

---

No. 5
21
Properties=species:S:1:pos:R:3:forces:R:3 method="wB97M-V/def2-TZVPD" homo_energy_ev=0.221 charge=-2
C -0.891 2.805 -0.535 -0.831 -3.167 -3.471
C -0.892 1.786 0.610 1.219 -1.283 -1.317
C -1.092 0.311 0.211 3.746 -0.730 -0.677
F -2.433 -0.004 0.013 -0.030 -0.503 0.014
C -0.008 -0.585 -0.036 -4.392 2.786 0.729
C -0.267 -2.001 -0.457 -2.077 -0.175 3.873
C 0.664 -2.865 0.400 0.798 -1.399 -1.700
P 1.710 0.193 0.033 1.914 -1.433 1.271
O 1.532 1.263 -1.021 0.831 -0.104 -0.608
O 1.715 0.721 1.476 0.415 -0.058 -0.387
O 2.828 -0.938 -0.172 -2.313 2.027 -0.315
H -1.911 2.726 -1.087 1.260 0.647 0.830
H -0.653 3.782 -0.255 0.100 1.704 0.707
H -0.108 2.482 -1.343 -1.230 0.458 1.709
H -1.631 2.095 1.313 -0.549 0.040 1.043
H 0.143 1.705 0.998 -0.567 0.585 0.580
H -1.327 -2.361 -0.250 0.740 0.787 -0.368
H -0.160 -1.988 -1.471 0.892 -0.784 -2.897
H 1.611 -2.307 0.239 0.155 -0.643 0.959
H 0.326 -2.930 1.481 0.450 -0.055 -1.394
H 0.843 -3.891 -0.146 -0.532 1.300 1.420

---

No. 6
23
Properties=species:S:1:pos:R:3:forces:R:3 method="wB97M-V/def2-TZVPD" multiplicity=8 homo_energy_ev="-20.486 / -21.722" charge=+3
O -2.574 0.288 -1.450 -0.146 1.706 -2.772
C -1.725 0.788 -0.632 -6.001 2.124 2.103
O -1.650 0.311 0.571 2.767 -0.182 -0.327
C -1.087 -1.024 0.745 -0.176 -1.069 0.356
C -0.210 -1.018 1.975 -0.104 -0.415 0.053
C 1.182 -0.400 1.821 0.080 -0.033 0.297
C 1.933 -0.727 0.549 0.286 1.539 0.228
O 2.015 -2.152 0.406 0.956 -0.428 -1.767
C 2.588 -2.612 -0.691 -3.403 -4.123 4.621
O 3.153 -1.951 -1.529 1.562 1.772 -2.175
O 2.393 -3.924 -0.755 0.773 2.261 -0.507
H -0.535 -1.272 -0.170 -0.255 -0.134 0.168
H -1.936 -1.705 0.870 0.222 0.121 -0.111
H -0.125 -2.072 2.278 0.039 0.279 0.044
H -0.738 -0.496 2.786 0.077 -0.315 -0.126
H 1.793 -0.696 2.685 -0.146 0.130 -0.195
H 1.114 0.696 1.869 0.144 -0.086 -0.058
H 2.950 -0.318 0.594 -0.196 -0.091 0.030
H 1.444 -0.313 -0.343 0.049 -0.182 0.070
H 2.809 -4.272 -1.553 0.284 -0.911 -0.558
Gd -0.875 3.718 0.570 -0.571 -0.206 -0.445
O -1.770 2.063 -0.705 3.139 2.356 0.880
H -2.895 1.290 -1.845 0.622 -4.115 0.190

---

No. 7
18
Properties=species:S:1:pos:R:3:forces:R:3 method="wB97M-V/def2-TZVPD" homo_energy_ev=-8.461 relative_energy_kcal_mol=60.0
C 0.984 -1.297 1.815 -0.977 -1.776 0.209
C -0.848 2.088 -1.786 0.302 0.084 -0.186
C -1.652 1.454 0.527 -0.215 1.158 -0.477
C 0.824 -2.286 -0.559 1.696 3.691 0.532
C -0.705 1.759 -0.326 0.604 -2.017 -1.357
C 1.557 -1.760 0.722 0.301 0.888 -0.783
N 0.351 -1.441 2.866 1.317 -0.498 -0.693
I 3.644 -1.365 0.672 -0.395 -0.275 -0.077
H -0.538 3.110 -1.961 -0.239 0.288 -0.480
H -0.269 1.448 -2.458 0.919 0.044 0.642
H -1.793 1.814 -2.233 -0.964 0.786 0.520
H 0.012 -0.663 3.369 -0.669 1.282 0.345
H -1.368 0.906 1.361 0.174 -0.602 1.775
H -2.634 1.833 0.445 -1.195 -0.107 -0.236
H -0.230 -2.020 -0.316 0.501 -1.131 -0.776
H 1.209 -1.613 -1.455 -1.001 -1.526 1.643
H 1.222 -3.282 -0.655 -0.807 -0.598 -0.407
H 0.235 1.317 -0.030 0.648 0.308 -0.196

---

No. 8
19
Properties=species:S:1:pos:R:3:forces:R:3 method="wB97M-V/def2-TZVPD" homo_energy_ev=-5.089 relative_energy_kcal_mol=172.1
C -0.912 -1.124 2.834 -0.982 -0.713 -6.251
C -0.707 -0.311 1.806 -0.609 -2.758 3.920
C -0.678 0.620 0.463 0.395 0.224 2.092
C 0.821 1.188 0.281 0.424 0.783 -0.189
O 1.745 0.174 -0.183 -2.257 0.618 -1.647
C 1.295 -0.161 -1.515 0.926 -0.707 -0.393
C -0.158 -0.808 -1.587 1.425 -0.612 -2.270
N -1.182 -0.244 -0.656 -0.607 -0.759 -0.518
H -0.671 -1.899 3.615 -0.671 1.627 -1.202
H -1.416 1.486 0.573 1.066 -1.208 0.031
H 0.891 2.145 -0.351 -0.461 -1.462 0.313
H 1.205 1.514 1.370 -0.520 -0.419 -3.384
H 1.381 0.721 -2.239 -0.224 -0.868 1.166
H 2.020 -0.960 -1.899 -1.081 1.044 0.461
H -0.031 -1.938 -1.516 -0.579 1.575 0.554
H -0.539 -0.619 -2.651 0.507 -0.295 1.485
H -1.915 0.239 -1.202 0.640 -0.120 0.375
H -1.674 -1.053 -0.208 0.335 0.470 0.160
I 0.524 1.029 3.067 2.273 3.582 5.297

---

For the records above, the corresponding strongest force on any atom values read 6.1, 4.2, 3.2, 4.4, 5.3, 7.1, 4.1, 6.8 eV/A.
For the records above, the corresponding molar mass values read 655.61, 145.16, 147.15, 179.29, 180.12, 335.39, 223.06, 239.06 g mol⁻¹.
For the records above, the corresponding calculated total energy values read -3364.39560, -518.95864, -539.62809, -1185.50628, -901.55910, -1450.48602, -586.93885, -661.96811 Ha.